{
  "formula": "C3H3IO2",
  "method": "wB97M-V/def2-TZVPD",
  "lumo_ev": [-2.2, -2.2],
  "symbols": ["C", "C", "C", "O", "O", "I", "H", "H", "H"],
  "positions_angstrom": [[-1.464, 1.802, -1.498], [-0.725, 1.143, -0.805], [0.130, 0.355, -0.055], [0.596, -0.782, 1.896], [-0.251, -0.171, 1.092], [1.251, -3.348, 0.305], [-2.078, 2.564, -1.985], [1.271, 0.409, -0.307], [1.270, -1.973, 1.359]],
  "nbo_charge": [-0.04, -0.17, 0.25, -0.39, -0.05, -0.32, 0.26, 0.24, 0.22]
}